Record 1
The following is a quantum chemistry calculation of an isolated molecule of C22H13N3O2S in a non-equilibrium geometry, from OMol25.

The geometry in XYZ format:
```
41
Properties=species:S:1:pos:R:3:nbo_charge:R:1
C 1.4736 -1.7312 -2.8019 -0.6774
C 1.7850 -0.7842 -1.7196 0.1148
C 0.7488 0.1370 -1.2452 -0.2111
C -0.6228 0.2124 -1.9587 -0.1593
C -1.7486 -0.6173 -1.7514 -0.2215
S -1.6482 -1.4178 -0.1906 0.3117
C -3.4700 -1.2045 -0.0748 -0.0912
C -4.2420 -1.5079 1.0351 -0.2308
C -5.6193 -1.4728 1.0071 -0.1673
C -6.2402 -1.1307 -0.2344 -0.2193
C -5.5185 -0.7891 -1.3886 -0.1623
C -4.0898 -0.7855 -1.2856 -0.1827
C -3.0928 -0.6009 -2.3744 0.5060
O -3.2832 -0.4085 -3.5619 -0.4991
C 0.8982 0.8559 -0.0411 0.5649
O -0.1327 1.6680 0.3507 -0.6473
N 2.1736 0.8901 0.5015 -0.3506
C 3.2753 0.2426 -0.0237 0.3745
N 4.3478 0.4814 0.7327 -0.4573
C 3.8876 1.1901 1.7713 0.1670
C 4.6132 1.4768 2.9141 -0.2291
C 3.9804 2.1771 4.0158 -0.2025
C 2.5949 2.5721 3.7745 -0.2323
C 1.9839 2.3483 2.5768 -0.2123
C 2.5631 1.5470 1.5917 0.0546
C 3.1243 -0.6979 -1.2110 -0.1858
C 4.2449 -1.5187 -1.7774 0.2800
N 5.0765 -2.2180 -2.3507 -0.2981
H 0.5488 -2.3347 -2.6157 0.2378
H 1.4238 -1.3153 -3.7701 0.2435
H 2.1372 -2.6058 -2.8196 0.2495
H -0.7068 0.8542 -2.7781 0.2149
H -3.7075 -1.7296 1.9505 0.2211
H -6.2238 -1.8250 1.7925 0.2232
H -7.4019 -1.2185 -0.1350 0.2264
H -5.9628 -0.5568 -2.3872 0.2477
H -0.3724 2.0691 -0.4678 0.5004
H 5.7030 1.3592 3.0165 0.2317
H 4.4459 2.5488 5.0112 0.2308
H 2.0983 3.2233 4.4838 0.2151
H 0.9550 2.6172 2.4387 0.2218
```

Summary:
SMILES string: Cc1c(/C=C2\Sc3ccccc3C2=O)c(O)n2c(nc3ccccc32)c1C#N
Gap between HOMO and LUMO in eV: 6.9645
E_HOMO in eV: -8.17
E in eV: -42422.06529
LUMO in eV: -1.20

Record 2
The following is a quantum chemistry calculation of a structure of composition C22H14Br2N5O6Rh, from OMol25.

The geometry in XYZ format:
```
50
Properties=species:S:1:pos:R:3:nbo_charge:R:1
Rh 0.4111 0.5267 -0.5185 1.1389
O 1.2603 4.4722 -0.4651 -0.5355
C 1.1052 3.2892 -0.2872 0.6434
N 0.6632 2.3523 -1.1851 -0.5946
C 0.3238 2.6202 -2.4902 0.6468
O 0.4884 3.6383 -3.1125 -0.5290
C -0.3485 1.4195 -3.1128 0.1319
C -0.8234 1.4651 -4.4077 -0.1987
C -1.4853 0.3569 -4.9091 -0.1380
C -1.6577 -0.7515 -4.0949 -0.2383
C -1.1415 -0.7293 -2.8130 0.0996
N -0.4955 0.3340 -2.3423 -0.3807
C 1.4045 2.6681 1.0665 0.1389
C 1.8291 3.4770 2.1019 -0.1945
C 2.1103 2.9012 3.3290 -0.1390
C 1.9607 1.5310 3.4705 -0.2371
C 1.5287 0.7856 2.3893 0.0689
N 1.2507 1.3407 1.2110 -0.3962
H -0.6657 2.3705 -4.9761 0.2570
H -1.8664 0.3575 -5.9214 0.2281
H -2.1727 -1.6350 -4.4428 0.2329
H -1.2255 -1.5747 -2.1464 0.2224
H 1.9246 4.5356 1.9056 0.2605
H 2.4409 3.5086 4.1605 0.2296
H 2.1711 1.0302 4.4045 0.2326
H 1.3996 -0.2846 2.4693 0.2134
C 2.1791 -2.4635 0.4271 -0.6722
C 0.7537 -2.3862 0.8716 0.2950
C 0.2215 -3.4549 1.6350 -0.2664
C -1.0412 -3.3913 2.1299 -0.0999
C -1.8211 -2.2297 1.9207 -0.1236
C -3.1091 -2.0222 2.4609 -0.0949
Br -3.9470 -3.3689 3.4978 0.0571
C -3.7619 -0.8390 2.2602 -0.2210
C -3.1637 0.1796 1.5106 -0.1842
Br -4.0833 1.8064 1.2758 0.0864
C -1.9133 0.0361 0.9294 0.3688
O -1.3675 0.9890 0.2254 -0.6668
C -1.2408 -1.2066 1.1435 0.0930
N 0.0218 -1.3249 0.6041 -0.4657
H 2.7699 -2.9745 1.1873 0.2234
H 2.5974 -1.4744 0.2597 0.2401
H 2.2614 -3.0338 -0.4988 0.2660
H 0.8474 -4.3175 1.8177 0.2290
H -1.4510 -4.2066 2.7100 0.2367
H -4.7426 -0.6748 2.6836 0.2445
O 3.5049 -1.1391 -2.5732 -0.3999
N 2.4068 -0.9515 -2.0974 0.7217
O 2.2365 0.1572 -1.4186 -0.5361
O 1.4520 -1.7138 -2.2454 -0.4945
```

Summary:
Gap between HOMO and LUMO in eV: 7.5198
E_HOMO in eV: -8.08
E in eV: -185869.65988
Energy relative to the best compared isomer or geometry (same formula, charge and spin) in kcal/mol: 0.0
LUMO in eV: -0.56

Record 3
The following is a quantum chemistry calculation of a structure of composition C22H14BrN4OTi, from OMol25.

The geometry in XYZ format:
```
43
Properties=species:S:1:pos:R:3:mulliken_spin:R:1
Ti 0.0484 -0.2310 -0.8488 0.9441
Br 5.8446 3.7613 0.6860 -0.0003
C 4.5222 2.6389 -0.0040 -0.0024
C 4.8820 1.4803 -0.6936 0.0052
C 3.9237 0.6329 -1.2255 -0.0075
C 2.5860 0.9354 -1.0502 0.0040
O 1.6444 0.1102 -1.6291 0.0060
C 2.1933 2.0937 -0.3484 -0.0272
C 0.8225 2.4992 -0.1675 0.0304
N -0.1810 1.6988 -0.3238 -0.0133
C -1.5647 2.0799 -0.3712 0.0079
C -2.0956 3.1758 0.2450 -0.0019
C -3.4635 3.4927 0.0818 0.0020
C -4.2620 2.7144 -0.7047 -0.0034
C -3.7336 1.5628 -1.3412 -0.0049
C -4.5015 0.7407 -2.1967 -0.0002
C -3.9321 -0.3475 -2.8038 0.0065
C -2.5933 -0.6393 -2.5321 -0.0127
N -1.8317 0.0960 -1.7330 0.0034
C -2.3874 1.2218 -1.1465 0.0076
C 3.1896 2.9535 0.1495 0.0193
H 5.9303 1.2499 -0.8318 0.0003
H 4.2095 -0.2403 -1.7949 0.0007
H 0.6404 3.5420 0.0869 0.0040
H -1.4761 3.8154 0.8609 0.0005
H -3.8656 4.3661 0.5753 0.0000
H -5.3048 2.9608 -0.8563 -0.0001
H -5.5406 0.9896 -2.3759 0.0002
H -4.4901 -0.9827 -3.4757 0.0003
H -2.1246 -1.5057 -2.9838 -0.0044
H 2.9033 3.8596 0.6679 0.0003
N 3.4773 -5.2550 0.1867 -0.0009
C 2.4964 -4.6794 0.3397 0.0009
C 1.2721 -3.9501 0.5212 -0.0032
C 0.0814 -4.5987 0.8507 0.0035
C -1.0709 -3.8474 1.0251 -0.0014
C -1.0058 -2.4785 0.8581 0.0096
N 0.1382 -1.8456 0.5271 0.0288
C 1.2581 -2.5756 0.3712 0.0064
H 0.0653 -5.6744 0.9703 0.0001
H -2.0071 -4.3131 1.2969 0.0003
H -1.8806 -1.8584 1.0134 -0.0044
H 2.1685 -2.0383 0.1343 -0.0043
```

Summary:
Net charge: +2
<S²>: 0.755
Gap between HOMO and LUMO (spin up / spin down) in eV: 6.9102 / 6.8867
E_HOMO (spin up / spin down) in eV: -14.24 / -14.25
Spin multiplicity: 2
E in eV: -124193.94437
Energy relative to the best compared isomer or geometry (same formula, charge and spin) in kcal/mol: 6.1
LUMO (spin up / spin down) in eV: -7.33 / -7.36

Record 4
The following is a quantum chemistry calculation of a structure of composition C22H14Co2O7 in a non-equilibrium geometry, from OMol25.

The geometry in XYZ format:
```
45
Properties=species:S:1:pos:R:3:nbo_charge:R:1
O -3.1167 1.2222 -2.7602 -0.6041
C -2.2002 1.1398 -2.0567 0.3891
Co -0.8220 0.9942 -1.0488 0.0060
C 0.5295 2.1878 -1.1483 0.5713
O 1.3794 2.9034 -1.4908 -0.6217
C -1.2392 0.0748 0.4058 0.4265
O -1.6451 -0.4653 1.3551 -0.5640
C 0.2523 -2.1469 -1.5403 -0.0955
C -1.0294 -2.7695 -1.6331 -0.1186
C -1.4657 -3.4803 -0.4846 -0.1217
C -2.7477 -4.0039 -0.4314 -0.2388
C -3.6133 -3.8500 -1.5208 -0.2497
C -3.1772 -3.1992 -2.6801 -0.2230
C -1.8881 -2.6859 -2.7609 -0.1857
C 0.9925 -1.0645 -1.7630 -0.0875
C 1.1247 0.2146 -2.2607 -0.4854
Co 1.9410 -2.2825 -0.8383 -0.1291
C 1.6595 -2.1349 0.9064 0.5050
O 1.5467 -2.0974 2.0478 -0.5652
C 3.4451 -1.3768 -0.8142 0.5548
O 4.4050 -0.7413 -0.8538 -0.5672
C 2.5646 -3.8251 -1.4018 0.4614
O 3.0698 -4.8016 -1.7569 -0.6053
H -0.7792 -3.5938 0.3616 0.2173
H -3.0778 -4.5156 0.4702 0.1968
H -4.6334 -4.2227 -1.4601 0.1908
H -3.8457 -3.0972 -3.5352 0.1965
H -1.5082 -2.2044 -3.6656 0.2128
H 2.1169 0.6645 -2.1573 0.2175
H 0.5253 0.5236 -3.1507 0.2084
C 0.8019 5.4623 2.3263 -0.6168
C 0.7917 3.9699 2.4986 -0.0419
C 0.1957 3.3661 3.6128 -0.3570
C 0.2127 1.9748 3.7272 -0.1908
C 0.7398 1.1722 2.7340 -0.3449
C 1.1743 1.7432 1.4940 0.3809
O 1.3678 1.0176 0.4302 -0.7636
C 1.3024 3.1730 1.4870 -0.3098
H 1.5021 5.7139 1.5220 0.2036
H -0.2001 5.8199 2.0473 0.1997
H 1.1090 5.9865 3.2385 0.1868
H -0.2419 3.9794 4.3977 0.1721
H -0.1651 1.5063 4.6391 0.1782
H 0.8366 0.0972 2.8583 0.2156
H 1.8101 3.6516 0.6537 0.1963
```

Summary:
Net charge: -2
Gap between HOMO and LUMO in eV: 4.9932
E_HOMO in eV: -0.39
E in eV: -112622.67996
Energy relative to the best compared isomer or geometry (same formula, charge and spin) in kcal/mol: 51.1
LUMO in eV: 4.60

Record 5
The following is a quantum chemistry calculation of a structure of composition C22H14CoN5O2 in a non-equilibrium geometry, from OMol25.

The geometry in XYZ format:
```
44
Properties=species:S:1:pos:R:3:mulliken_spin:R:1
Co 0.2106 -0.1059 -0.2102 2.7403
O -4.4176 1.3995 5.2794 0.0146
C -4.6437 2.3085 4.6219 -0.0094
O -4.8488 3.2069 3.9440 0.0140
C -2.8190 1.3973 2.8120 0.8073
C -2.1675 0.2402 3.1097 0.0400
C -1.2401 -0.2057 2.1576 0.0519
N -1.0288 0.4985 1.0123 0.1040
C -1.6976 1.6598 0.7697 0.0626
C -2.6380 2.1459 1.6902 0.0327
C -1.3099 2.2491 -0.4734 -0.0092
C -1.8315 3.4379 -0.9961 -0.0011
C -1.3689 3.9012 -2.2046 -0.0002
C -0.3873 3.1637 -2.8741 0.0093
C 0.0910 1.9992 -2.3122 -0.0041
N -0.3409 1.5209 -1.1319 0.0317
C -0.4317 -1.3842 2.2186 -0.0208
C -0.4462 -2.3108 3.2662 -0.0011
C 0.3747 -3.4119 3.2018 0.0049
C 1.1946 -3.5701 2.0805 0.0041
C 1.1699 -2.6231 1.0786 -0.0045
N 0.3854 -1.5318 1.1185 0.0015
H -2.3447 -0.3141 4.0166 0.0263
H -3.1778 3.0593 1.5044 0.0258
H -2.5878 3.9786 -0.4483 -0.0022
H -1.7557 4.8157 -2.6252 -0.0002
H -0.0015 3.4996 -3.8227 0.0001
H 0.8501 1.4323 -2.8318 -0.0011
H -1.0972 -2.1542 4.1120 -0.0018
H 0.3813 -4.1375 3.9996 -0.0002
H 1.8460 -4.4243 1.9952 0.0002
H 1.8066 -2.7483 0.2144 0.0019
N 4.9842 -2.5019 -5.0339 0.0026
C 4.2278 -2.1262 -4.2630 -0.0008
C 3.2915 -1.6564 -3.3132 0.0024
C 1.9215 -1.9168 -3.4717 -0.0036
C 1.0467 -1.4398 -2.5229 0.0299
N 1.4487 -0.7338 -1.4468 0.0199
C 2.7656 -0.4842 -1.2982 0.0332
C 3.7132 -0.9191 -2.1960 -0.0039
H 1.5608 -2.4806 -4.3180 -0.0001
H -0.0191 -1.6219 -2.6151 0.0026
H 3.0582 0.0872 -0.4233 0.0006
H 4.7583 -0.6987 -2.0435 -0.0001
```

Summary:
Net charge: +2
<S²>: 6.017
Gap between HOMO and LUMO (spin up / spin down) in eV: 7.5008 / 7.8940
E_HOMO (spin up / spin down) in eV: -15.03 / -15.44
Spin multiplicity: 5
E in eV: -72197.85713
LUMO (spin up / spin down) in eV: -7.53 / -7.54

Record 6
The following is a quantum chemistry calculation of a structure of composition C22H14CrF2IN3O2, from OMol25.

The geometry in XYZ format:
```
45
Properties=species:S:1:pos:R:3:mulliken_spin:R:1
Cr 0.2595 -0.1214 0.1460 3.3126
F 5.1920 0.8459 -1.6970 -0.0024
C 4.3807 0.6798 -0.6493 -0.0246
C 3.0394 0.4144 -0.8759 0.0070
C 2.2302 0.2209 0.2292 -0.2986
C 2.7251 0.3368 1.5348 0.0468
C 4.0766 0.6108 1.6859 -0.0040
F 4.6055 0.7116 2.9182 -0.0022
C 4.9300 0.7777 0.6149 0.0348
C 1.7573 0.1109 2.6279 0.0072
C 1.9984 0.1402 3.9962 0.0000
C 0.9510 -0.0960 4.8685 0.0125
C -0.3234 -0.3607 4.3866 -0.0002
C -0.4998 -0.3813 3.0214 0.0316
N 0.5113 -0.1520 2.1758 -0.0974
H 2.6800 0.3452 -1.8950 0.0026
H 5.9797 0.9866 0.7625 0.0023
H 2.9908 0.3433 4.3636 0.0007
H 1.1319 -0.0742 5.9355 0.0002
H -1.1578 -0.5495 5.0458 0.0002
H -1.4668 -0.5884 2.5763 -0.0016
O -2.9771 0.5903 -0.7436 0.0125
C -1.8134 0.8400 -0.9440 0.0063
O -0.9000 -0.0002 -1.4123 0.0198
C -1.1992 2.1519 -0.5034 -0.0076
C -1.7926 3.3885 -0.6026 -0.0027
C -1.0692 4.4851 -0.1541 0.0076
C 0.1886 4.2990 0.4014 -0.0007
C 0.6986 3.0173 0.5007 0.0188
N 0.0162 1.9672 0.0427 -0.0583
H -2.7827 3.4783 -1.0266 -0.0001
H -1.4838 5.4815 -0.2354 0.0005
H 0.7734 5.1357 0.7563 -0.0002
H 1.6663 2.8140 0.9403 -0.0024
I 2.7268 -3.1536 0.5149 -0.0017
C 0.6840 -3.3239 0.2018 0.0113
C 0.1960 -4.6207 0.1122 -0.0037
C -1.1624 -4.8251 -0.0317 0.0067
C -2.0029 -3.7273 -0.0847 -0.0048
C -1.4449 -2.4717 -0.0223 0.0233
N -0.1170 -2.2517 0.1199 -0.0478
H 0.8851 -5.4502 0.1630 -0.0005
H -1.5548 -5.8314 -0.0985 0.0003
H -3.0728 -3.8285 -0.1942 -0.0003
H -2.0743 -1.5955 -0.1179 -0.0037
```

Summary:
Net charge: +1
<S²>: 3.818
Gap between HOMO and LUMO (spin up / spin down) in eV: 8.4957 / 8.2478
E_HOMO (spin up / spin down) in eV: -11.83 / -11.86
Spin multiplicity: 4
E in eV: -73559.64990
Energy relative to the best compared isomer or geometry (same formula, charge and spin) in kcal/mol: 5.7
LUMO (spin up / spin down) in eV: -3.33 / -3.61